1.
The following is a quantum chemistry calculation of a cluster of 5 separate species, C33H59FN4O14S5 in total, from OMol25.

Each atom is followed by the atoms it is bonded to, with distances in Å.
Cartesian coordinates (Å):
1 C -7.150 -0.923 -1.976  C2 1.609, H30 1.142, H31 1.156, H32 1.159
2 C -8.109 -1.217 -3.233  C1 1.609, C3 1.612, H33 1.150, H34 1.143
3 C -7.582 -2.365 -4.233  C2 1.612, O4 1.450, H35 1.145, H36 1.157
4 O -6.328 -2.974 -3.834  C3 1.450, C5 1.468
5 C -6.565 -4.251 -3.150  O4 1.468, C6 1.607, H37 1.144, H38 1.143
6 C -5.110 -4.783 -2.724  C5 1.607, C7 1.585, C29 1.540
7 C -4.369 -5.738 -3.750  C6 1.585, C8 1.541, H39 1.139
8 C -2.959 -6.218 -3.353  C7 1.541, C9 1.584, H40 1.154
9 C -2.269 -5.779 -1.997  C8 1.584, N10 1.439, C28 1.546
10 N -0.933 -6.261 -1.766  C9 1.439, C11 1.426
11 C -0.367 -5.787 -0.547  N10 1.426, C12 1.618, C22 1.559
12 C 1.154 -6.245 -0.238  C11 1.618, C13 1.619, H41 1.150, H42 1.158
13 C 2.079 -6.271 -1.566  C12 1.619, C14 1.634, H43 1.142, H44 1.157
14 C 3.179 -5.063 -1.575  C13 1.634, C15 1.633, H45 1.141, H46 1.157
15 C 2.512 -3.710 -2.199  C14 1.633, S16 1.860, H47 1.144, H48 1.156
16 S 2.923 -2.283 -1.079  C15 1.860, C17 1.838
17 C 1.415 -1.335 -0.625  S16 1.838, N18 1.442, O21 1.438
18 N 0.303 -0.878 -1.422  C17 1.442, N19 1.372
19 N -0.592 -0.173 -0.659  N18 1.372, C20 1.433
20 C -0.062 -0.199 0.672  N19 1.433, O21 1.421, H49 1.143
21 O 1.179 -0.891 0.722  C17 1.438, C20 1.421
22 C -1.166 -4.878 0.436  C11 1.559, C23 1.625, N27 1.427
23 C -0.407 -4.451 1.808  C22 1.625, C24 1.630, H50 1.141, H51 1.147
24 C -1.318 -3.407 2.666  C23 1.630, C25 1.628, H52 1.158, H53 1.142
25 C -0.609 -3.293 4.127  C24 1.628, F26 1.461, H54 1.142, H55 1.145
26 F 0.761 -2.859 3.858  C25 1.461
27 N -2.491 -4.375 0.274  C22 1.427, C28 1.440
28 C -2.988 -4.851 -0.991  C9 1.546, N27 1.440, C29 1.591
29 C -4.446 -4.364 -1.399  C6 1.540, C28 1.591, H56 1.148
30 H -6.035 -1.060 -2.178  C1 1.142
31 H -7.503 -1.508 -1.044  C1 1.156
32 H -7.292 0.198 -1.715  C1 1.159
33 H -9.131 -1.558 -2.832  C2 1.150
34 H -8.198 -0.246 -3.830  C2 1.143
35 H -8.353 -3.192 -4.418  C3 1.145
36 H -7.387 -1.855 -5.253  C3 1.157
37 H -7.000 -5.031 -3.865  C5 1.144
38 H -7.276 -4.151 -2.261  C5 1.143
39 H -4.841 -6.040 -4.741  C7 1.139
40 H -2.367 -6.897 -4.075  C8 1.154
41 H 1.677 -5.529 0.494  C12 1.150
42 H 1.131 -7.273 0.296  C12 1.158
43 H 1.495 -6.158 -2.541  C13 1.142
44 H 2.647 -7.276 -1.651  C13 1.157
45 H 3.587 -4.915 -0.519  C14 1.141
46 H 3.988 -5.380 -2.338  C14 1.157
47 H 1.379 -3.792 -2.332  C15 1.144
48 H 2.977 -3.499 -3.237  C15 1.156
49 H -0.462 0.230 1.653  C20 1.143
50 H 0.597 -3.958 1.580  C23 1.141
51 H -0.238 -5.391 2.444  C23 1.147
52 H -1.235 -2.367 2.165  C24 1.158
53 H -2.405 -3.740 2.765  C24 1.142
54 H -1.089 -2.477 4.766  C25 1.142
55 H -0.547 -4.301 4.668  C25 1.145
56 H -5.007 -3.679 -0.669  C29 1.148
57 O 1.695 5.302 -1.152  S58 1.439
58 S 2.496 5.282 0.044  O57 1.439, O59 1.441, O60 1.620, C63 1.769
59 O 3.907 4.990 0.010  S58 1.441
60 O 1.794 4.309 1.132  S58 1.620, C61 1.432
61 C 1.542 2.950 0.761  O60 1.432, C62 1.516, H64 1.094, H65 1.093
62 C 2.821 2.136 0.709  C61 1.516, H66 1.092, H67 1.092, H68 1.093
63 C 2.274 6.810 0.909  S58 1.769, H69 1.090, H70 1.088, H71 1.089
64 H 1.003 2.906 -0.190  C61 1.094
65 H 0.882 2.530 1.525  C61 1.093
66 H 3.485 2.491 -0.082  C62 1.092
67 H 2.604 1.084 0.512  C62 1.092
68 H 3.368 2.216 1.651  C62 1.093
69 H 1.209 7.030 0.979  C63 1.090
70 H 2.782 7.586 0.340  C63 1.088
71 H 2.722 6.724 1.898  C63 1.089
72 O 8.174 1.201 -1.331  S73 1.440
73 S 6.842 1.416 -1.834  O72 1.440, O74 1.441, O75 1.621, C78 1.768
74 O 5.733 0.585 -1.438  S73 1.441
75 O 6.897 1.478 -3.453  S73 1.621, C76 1.428
76 C 7.443 0.360 -4.154  O75 1.428, C77 1.516, H79 1.094, H80 1.093
77 C 6.506 -0.832 -4.132  C76 1.516, H81 1.092, H82 1.094, H83 1.093
78 C 6.382 3.099 -1.549  S73 1.768, H84 1.090, H85 1.090, H86 1.090
79 H 8.426 0.101 -3.750  C76 1.094
80 H 7.594 0.679 -5.189  C76 1.093
81 H 6.373 -1.214 -3.118  C77 1.092
82 H 6.900 -1.647 -4.746  C77 1.094
83 H 5.517 -0.552 -4.504  C77 1.093
84 H 7.191 3.754 -1.874  C78 1.090
85 H 6.213 3.215 -0.478  C78 1.090
86 H 5.463 3.311 -2.094  C78 1.090
87 O -6.298 -4.078 3.360  S88 1.439
88 S -5.816 -2.805 3.825  O87 1.439, O89 1.441, O90 1.620, C93 1.770
89 O -4.414 -2.556 4.044  S88 1.441
90 O -6.635 -2.387 5.159  S88 1.620, C91 1.429
91 C -6.616 -3.283 6.272  O90 1.429, C92 1.516, H94 1.094, H95 1.093
92 C -5.274 -3.279 6.976  C91 1.516, H96 1.092, H97 1.094, H98 1.093
93 C -6.435 -1.533 2.760  S88 1.770, H99 1.090, H100 1.090, H101 1.090
94 H -6.897 -4.291 5.954  C91 1.094
95 H -7.387 -2.939 6.968  C91 1.093
96 H -4.485 -3.670 6.330  C92 1.092
97 H -5.305 -3.901 7.875  C92 1.094
98 H -4.988 -2.262 7.257  C92 1.093
99 H -7.505 -1.681 2.610  C93 1.090
100 H -5.906 -1.614 1.811  C93 1.090
101 H -6.234 -0.563 3.215  C93 1.090
102 O 3.853 9.295 1.203  S103 1.440
103 S 4.314 10.476 1.887  O102 1.440, O104 1.440, O105 1.619, C108 1.770
104 O 3.404 11.490 2.353  S103 1.440
105 O 5.468 11.181 0.996  S103 1.619, C106 1.430
106 C 5.151 11.560 -0.346  O105 1.430, C107 1.516, H109 1.094, H110 1.093
107 C 4.241 12.771 -0.389  C106 1.516, H111 1.092, H112 1.094, H113 1.093
108 C 5.333 9.990 3.250  S103 1.770, H114 1.090, H115 1.090, H116 1.090
109 H 4.716 10.715 -0.887  C106 1.094
110 H 6.097 11.804 -0.837  C106 1.093
111 H 3.263 12.549 0.044  C107 1.092
112 H 4.080 13.099 -1.420  C107 1.094
113 H 4.669 13.597 0.184  C107 1.093
114 H 6.056 9.248 2.909  C108 1.090
115 H 4.681 9.560 4.010  C108 1.090
116 H 5.835 10.872 3.648  C108 1.090

F_max = 0.1264 Eh/bohr
HOMO = -8.35 eV
gap between HOMO and LUMO = 7.86 eV
SMILES = CCCOCc1ccc2nc(CCCCSc3nnco3)c(CCCF)nc2c1.CCOS(C)(=O)=O.CCOS(C)(=O)=O.CCOS(C)(=O)=O.CCOS(C)(=O)=O
LUMO = -0.493 eV

=====

2.
The following is a quantum chemistry calculation of a cluster of 9 separate species, C33H59FO27 in total, from OMol25.

Each atom is followed by the atoms it is bonded to, with distances in Å.
Cartesian coordinates (Å):
1 C -5.293 12.673 1.836  C2 1.534, O6 1.399, H7 1.090, H8 1.090
2 C -6.335 13.739 2.200  C1 1.534, O3 1.433, H9 1.090, H10 1.090
3 O -7.233 13.755 1.083  C2 1.433, C4 1.325
4 C -6.813 12.930 0.136  O3 1.325, O5 1.272, O6 1.340
5 O -7.343 12.782 -1.012  C4 1.272
6 O -5.788 12.209 0.612  C1 1.399, C4 1.340
7 H -5.152 11.940 2.630  C1 1.090
8 H -4.316 13.096 1.603  C1 1.090
9 H -5.843 14.668 2.487  C2 1.090
10 H -6.882 13.365 3.065  C2 1.090
11 C -6.201 17.250 3.374  C12 1.507, O16 1.421, H17 1.090, H18 1.090
12 C -6.827 17.516 2.030  C11 1.507, O13 1.430, H19 1.090, H20 1.090
13 O -8.207 17.170 2.178  C12 1.430, C14 1.328
14 C -8.402 16.620 3.370  O13 1.328, O15 1.227, O16 1.393
15 O -9.478 16.162 3.741  C14 1.227
16 O -7.207 16.538 4.082  C11 1.421, C14 1.393
17 H -5.840 18.234 3.674  C11 1.090
18 H -5.295 16.687 3.155  C11 1.090
19 H -6.332 16.955 1.237  C12 1.090
20 H -6.792 18.591 1.854  C12 1.090
21 C -12.084 8.048 3.227  C22 1.600, H28 1.090, H29 1.090, H30 1.090
22 C -13.450 7.755 2.447  C21 1.600, O23 1.492, H31 1.090, H32 1.090
23 O -14.276 8.956 2.129  C22 1.492, C24 1.308
24 C -13.749 9.768 1.250  O23 1.308, O25 1.244, O26 1.372
25 O -12.831 9.529 0.445  C24 1.244
26 O -14.390 10.965 1.446  C24 1.372, C27 1.381
27 C -14.176 12.041 0.607  O26 1.381, H33 1.090, H34 1.090, H35 1.090
28 H -11.290 8.426 2.582  C21 1.090
29 H -11.718 7.084 3.581  C21 1.090
30 H -12.276 8.880 3.904  C21 1.090
31 H -14.034 7.032 3.017  C22 1.090
32 H -13.098 7.293 1.525  C22 1.090
33 H -14.923 12.118 -0.182  C27 1.090
34 H -13.178 12.076 0.170  C27 1.090
35 H -14.182 12.968 1.180  C27 1.090
36 C -14.562 13.189 -4.371  C37 1.621, H43 1.090, H44 1.090, H45 1.090
37 C -13.490 12.994 -3.171  C36 1.621, O38 1.367, H46 1.090, H47 1.090
38 O -12.919 11.753 -3.221  C37 1.367, C39 1.347
39 C -11.908 11.428 -2.392  O38 1.347, O40 1.238, O41 1.344
40 O -11.532 10.256 -2.254  C39 1.238
41 O -11.370 12.501 -1.787  C39 1.344, C42 1.391
42 C -10.333 12.296 -0.883  O41 1.391, H48 1.090, H49 1.090, H50 1.090
43 H -14.937 14.212 -4.353  C36 1.090
44 H -15.450 12.588 -4.176  C36 1.090
45 H -14.194 12.837 -5.334  C36 1.090
46 H -14.075 13.076 -2.255  C37 1.090
47 H -12.796 13.830 -3.081  C37 1.090
48 H -10.634 11.647 -0.061  C42 1.090
49 H -10.030 13.221 -0.393  C42 1.090
50 H -9.519 11.865 -1.466  C42 1.090
51 C -9.588 8.701 8.214  C52 1.519, H58 1.090, H59 1.090, H60 1.090
52 C -9.510 7.304 7.625  C51 1.519, O53 1.431, H61 1.090, H62 1.090
53 O -9.162 7.404 6.240  C52 1.431, C54 1.358
54 C -9.210 6.395 5.332  O53 1.358, O55 1.234, O56 1.362
55 O -9.503 5.242 5.660  C54 1.234
56 O -8.678 6.751 4.130  C54 1.362, C57 1.502
57 C -8.298 8.174 3.838  O56 1.502, H63 1.090, H64 1.090, H65 1.090
58 H -8.565 9.077 8.232  C51 1.090
59 H -9.948 8.629 9.241  C51 1.090
60 H -10.259 9.396 7.709  C51 1.090
61 H -10.423 6.752 7.845  C52 1.090
62 H -8.816 6.704 8.214  C52 1.090
63 H -7.763 8.203 2.888  C57 1.090
64 H -7.836 8.798 4.603  C57 1.090
65 H -9.272 8.631 3.664  C57 1.090
66 C -12.914 10.263 6.097  C67 1.481, H73 1.090, H74 1.090, H75 1.090
67 C -13.416 9.404 7.194  C66 1.481, O68 1.439, H76 1.090, H77 1.090
68 O -12.831 8.093 7.089  C67 1.439, C69 1.302
69 C -13.559 7.042 6.846  O68 1.302, O70 1.230, O71 1.377
70 O -14.784 6.946 6.914  C69 1.230
71 O -12.706 6.106 6.304  C69 1.377, C72 1.422
72 C -13.149 4.807 5.933  O71 1.422, H78 1.090, H79 1.090, H80 1.090
73 H -11.860 10.033 5.939  C66 1.090
74 H -12.973 11.310 6.393  C66 1.090
75 H -13.553 10.277 5.214  C66 1.090
76 H -14.503 9.479 7.226  C67 1.090
77 H -13.121 9.761 8.180  C67 1.090
78 H -13.962 4.449 6.565  C72 1.090
79 H -12.380 4.081 6.197  C72 1.090
80 H -13.426 4.776 4.879  C72 1.090
81 C -9.709 15.989 -2.013  C82 1.508, H88 1.090, H89 1.090, H90 1.090
82 C -9.559 16.057 -0.513  C81 1.508, O83 1.429, H91 1.090, H92 1.090
83 O -10.754 16.532 0.112  C82 1.429, C84 1.324
84 C -11.770 15.765 0.476  O83 1.324, O85 1.220, O86 1.389
85 O -11.782 14.545 0.505  C84 1.220
86 O -12.873 16.599 0.596  C84 1.389, C87 1.404
87 C -14.130 16.063 0.922  O86 1.404, H93 1.090, H94 1.090, H95 1.090
88 H -10.388 16.806 -2.259  C81 1.090
89 H -10.181 15.053 -2.311  C81 1.090
90 H -8.733 16.105 -2.484  C81 1.090
91 H -8.806 16.826 -0.341  C82 1.090
92 H -9.219 15.123 -0.068  C82 1.090
93 H -14.682 15.897 -0.003  C87 1.090
94 H -14.708 16.782 1.503  C87 1.090
95 H -14.067 15.166 1.538  C87 1.090
96 C -9.667 12.134 7.370  C97 1.524, H103 1.090, H104 1.090, H105 1.090
97 C -8.316 12.541 6.794  C96 1.524, O98 1.464, H106 1.090, H107 1.090
98 O -7.579 11.288 6.613  C97 1.464, C99 1.273
99 C -6.576 11.187 5.836  O98 1.273, O100 1.196, O101 1.360
100 O -6.197 12.096 5.157  C99 1.196
101 O -6.080 9.923 5.903  C99 1.360, C102 1.424
102 C -4.963 9.456 5.152  O101 1.424, H108 1.090, H109 1.090, H110 1.090
103 H -10.311 12.890 7.821  C96 1.090
104 H -9.420 11.443 8.176  C96 1.090
105 H -10.344 11.560 6.738  C96 1.090
106 H -7.670 13.238 7.327  C97 1.090
107 H -8.509 12.959 5.806  C97 1.090
108 H -4.687 8.534 5.662  C102 1.090
109 H -4.109 10.131 5.202  C102 1.090
110 H -5.069 9.331 4.074  C102 1.090
111 C -11.921 12.391 3.016  C112 1.499, O116 1.406, H118 1.090, H119 1.090
112 C -10.900 13.444 3.326  C111 1.499, O113 1.392, F117 1.313, H120 1.090
113 O -9.708 12.959 2.798  C112 1.392, C114 1.311
114 C -9.830 11.681 2.533  O113 1.311, O115 1.233, O116 1.369
115 O -8.930 10.988 2.055  C114 1.233
116 O -11.099 11.265 2.836  C111 1.406, C114 1.369
117 F -10.794 13.619 4.623  C112 1.313
118 H -12.459 12.718 2.126  C111 1.090
119 H -12.511 12.236 3.919  C111 1.090
120 H -11.126 14.439 2.941  C112 1.090

total charge = +1
F_max = 0.1166 Eh/bohr
spin multiplicity = 2
HOMO (spin up / spin down) = -11.77 / -11.77 eV
<S²> = 0.76
gap between HOMO and LUMO (spin up / spin down) = 8.68 / 2.57 eV
LUMO (spin up / spin down) = -3.083 / -9.202 eV

=====

> F_max of number 2 (C33H59FO27)?

0.1166 Eh/bohr

=====

> F_max of number 1 (C33H59FN4O14S5)?

0.1264 Eh/bohr